Model P:
Density functional theory data (the ωB97M-V functional and the def2-TZVPD basis) for a 2-piece molecular cluster, C6H15NO overall.

CARTESIAN COORDINATES (ANGSTROEM)
C (-0.695, 1.695, 1.410)
C (-0.377, 0.594, 2.438)
C (0.291, -0.624, 1.820)
N (1.213, -0.554, -1.015)
C (0.035, -1.214, -0.634)
C (-0.427, -1.175, 0.615)
C (-0.771, -1.864, -1.729)
H (-0.926, 2.642, 1.899)
H (0.170, 1.864, 0.767)
H (-1.551, 1.425, 0.795)
H (0.205, 1.047, 3.248)
H (-1.325, 0.294, 2.902)
H (0.379, -1.459, 2.524)
H (1.321, -0.376, 1.536)
H (1.425, -0.545, -1.997)
H (1.343, 0.352, -0.597)
H (-1.412, -1.575, 0.826)
H (-0.469, -2.902, -1.878)
H (-0.679, -1.356, -2.689)
H (-1.819, -1.883, -1.424)
H (0.363, 2.800, -2.885)
H (0.224, 1.435, -2.213)
O (0.807, 2.201, -2.276)

Values from the calculation:
SMILES string = CCC/C=C(/C)N.O
Multiplicity = 1
Molecular weight = 117.2 g/mol
HOMO = -7.92 eV
E_LUMO = 0.7 eV
Frontier orbital gap = 8.60 eV


Model Q:
Density functional theory data (the ωB97M-V functional and the def2-TZVPD basis) for one molecule with the formula C6H15NO.

CARTESIAN COORDINATES (ANGSTROEM)
C (-1.278, 2.059, 0.950)
N (-0.258, 1.713, -0.060)
C (0.536, 0.538, 0.226)
C (-0.225, -0.801, 0.615)
C (-0.807, -1.538, -0.637)
C (-2.095, -2.280, -0.091)
C (1.557, 0.311, -0.883)
O (2.835, 0.220, -0.153)
H (-0.878, 2.852, 1.586)
H (-1.736, 1.277, 1.561)
H (-2.153, 2.494, 0.461)
H (-0.577, 1.734, -1.028)
H (1.237, 0.924, 1.123)
H (-1.041, -0.412, 1.326)
H (0.438, -1.482, 1.111)
H (-0.023, -2.214, -1.010)
H (-1.017, -0.961, -1.557)
H (-2.171, -2.102, 0.992)
H (-3.156, -2.120, -0.436)
H (-1.881, -3.336, -0.140)
H (1.279, -0.678, -1.343)
H (1.478, 1.061, -1.714)
H (3.112, -0.708, -0.254)

Values from the calculation:
SMILES string = CCC[C@@H](CO)NC
Multiplicity = 1
Molecular weight = 117.2 g/mol
HOMO = -8.45 eV
E_LUMO = 0.9 eV
Frontier orbital gap = 9.34 eV


Model R:
Density functional theory data (the ωB97M-V functional and the def2-TZVPD basis) for a 2-piece molecular cluster, C6H15NO overall.

CARTESIAN COORDINATES (ANGSTROEM)
C (0.019, 0.143, -2.373)
C (-0.670, -0.040, -0.986)
C (0.004, -0.611, 0.241)
C (1.311, -0.847, 0.421)
N (2.383, -0.709, -0.491)
C (-0.906, -0.819, 1.451)
C (-2.383, -0.384, 1.457)
H (0.565, 1.067, -2.625)
H (0.665, -0.693, -2.547)
H (-0.744, 0.202, -3.148)
H (-0.948, 0.951, -0.574)
H (-1.721, -0.339, -1.169)
H (1.661, -1.231, 1.369)
H (3.088, -0.011, -0.281)
H (2.074, -0.424, -1.402)
H (-0.911, -1.912, 1.621)
H (-0.334, -0.383, 2.279)
H (-2.627, -0.033, 2.469)
H (-3.068, -1.213, 1.265)
H (-2.485, 0.400, 0.704)
H (0.987, 2.344, 1.070)
H (2.128, 2.479, 0.207)
O (1.914, 2.063, 1.042)

Values from the calculation:
SMILES string = CCC(=CN)CC.O
Multiplicity = 1
Molecular weight = 117.2 g/mol
HOMO = -7.61 eV
E_LUMO = 0.6 eV
Frontier orbital gap = 8.21 eV


Most stable of them? model P.


Model P:
Density functional theory data (the ωB97M-V functional and the def2-TZVPD basis) for a 2-piece molecular cluster, C6H15NO overall.

CARTESIAN COORDINATES (ANGSTROEM)
C (0.609, -0.189, -1.431)
C (1.942, 0.278, -0.797)
C (1.769, 1.300, 0.288)
C (1.911, 0.937, 1.555)
C (0.044, -1.499, -0.776)
N (-0.931, -1.121, 0.242)
C (-1.935, -2.126, 0.587)
H (-0.179, 0.539, -1.202)
H (0.592, -0.326, -2.515)
H (2.400, 0.674, -1.714)
H (2.566, -0.557, -0.506)
H (1.486, 2.299, 0.009)
H (1.720, 1.592, 2.401)
H (2.208, -0.043, 1.925)
H (0.856, -2.141, -0.422)
H (-0.550, -1.989, -1.546)
H (-0.657, -0.648, 1.092)
H (-2.899, -1.819, 0.159)
H (-1.820, -3.135, 0.180)
H (-2.090, -2.198, 1.669)
H (-1.594, 2.440, -0.188)
H (-2.323, 2.433, 1.137)
O (-2.465, 2.297, 0.204)

Values from the calculation:
SMILES string = C=CCCCNC.O
Multiplicity = 1
Molecular weight = 117.2 g/mol
HOMO = -8.23 eV
E_LUMO = 0.9 eV
Frontier orbital gap = 9.09 eV


Model Q:
Density functional theory data (the ωB97M-V functional and the def2-TZVPD basis) for a 2-piece molecular cluster, C6H15NO overall.

CARTESIAN COORDINATES (ANGSTROEM)
C (1.824, -1.522, -0.314)
N (0.819, -0.792, -0.990)
C (1.025, 0.671, -1.030)
C (0.380, 1.402, 0.215)
C (-1.125, 1.704, 0.105)
C (-1.887, 1.397, -0.892)
C (1.322, -2.154, 1.001)
H (2.678, -0.832, 0.007)
H (2.218, -2.375, -0.968)
H (0.602, -1.156, -1.899)
H (2.172, 0.968, -1.212)
H (0.604, 1.035, -2.027)
H (0.436, 0.681, 1.066)
H (0.914, 2.295, 0.622)
H (-1.530, 2.358, 0.845)
H (-2.892, 1.695, -0.872)
H (-1.722, 0.909, -1.832)
H (2.075, -2.803, 1.398)
H (1.084, -1.354, 1.755)
H (0.518, -2.823, 0.812)
H (-2.597, -0.869, 1.899)
H (-1.790, -0.367, 0.650)
O (-2.217, -0.102, 1.522)

Values from the calculation:
SMILES string = C=CCCNCC.O
Multiplicity = 1
Molecular weight = 117.2 g/mol
HOMO = -8.76 eV
E_LUMO = 1.0 eV
Frontier orbital gap = 9.80 eV


Model R:
Density functional theory data (the ωB97M-V functional and the def2-TZVPD basis) for a 2-piece molecular cluster, C6H15NO overall.

CARTESIAN COORDINATES (ANGSTROEM)
C (1.932, -2.109, 1.082)
C (0.867, -1.305, 0.262)
C (0.859, 0.124, 0.938)
C (0.001, 1.215, 0.572)
C (-0.061, 1.812, -0.610)
C (-1.103, 2.781, -0.838)
N (-0.411, -1.968, 0.425)
H (2.741, -1.552, 1.675)
H (1.551, -2.865, 1.757)
H (2.522, -2.696, 0.422)
H (1.302, -1.035, -0.811)
H (1.857, 0.517, 1.103)
H (0.674, -0.040, 1.940)
H (-0.637, 1.524, 1.468)
H (0.756, 1.378, -1.334)
H (-1.854, 2.602, -1.544)
H (-1.659, 3.009, 0.153)
H (-0.464, 3.562, -1.338)
H (-1.191, -1.428, 0.345)
H (-0.472, -2.700, -0.314)
H (-2.286, -0.171, -1.024)
H (-2.518, 0.058, -2.471)
O (-2.405, -0.713, -1.858)

Values from the calculation:
SMILES string = C/C=C/C[C@@H](C)N.O
Multiplicity = 1
Molecular weight = 117.2 g/mol
HOMO = -9.12 eV
E_LUMO = 0.8 eV
Frontier orbital gap = 9.89 eV


Most stable of them? model P.


Model P:
Density functional theory data (the ωB97M-V functional and the def2-TZVPD basis) for one molecule with the formula C6H15NO.

CARTESIAN COORDINATES (ANGSTROEM)
C (-0.772, -0.355, 0.086)
C (0.595, 0.148, 0.349)
C (0.532, 0.803, 2.011)
C (-0.688, -1.291, -1.436)
C (-1.888, 0.685, 0.027)
C (1.175, 1.185, -0.599)
N (0.410, -2.215, -1.494)
O (1.795, 1.354, 2.344)
H (2.470, 0.684, 2.171)
H (-1.030, -1.133, 0.812)
H (1.306, -0.678, 0.454)
H (0.598, -2.571, -2.426)
H (0.296, -3.006, -0.868)
H (0.280, 0.010, 2.723)
H (-0.210, 1.599, 2.072)
H (-0.675, -0.604, -2.283)
H (-1.641, -1.826, -1.457)
H (-1.507, 1.702, -0.101)
H (-2.593, 0.484, -0.787)
H (-2.467, 0.672, 0.956)
H (0.417, 1.626, -1.251)
H (1.666, 2.001, -0.061)
H (1.934, 0.728, -1.243)

Values from the calculation:
SMILES string = C[C@@H](CN)[C@@H](C)CO
Multiplicity = 1
Molecular weight = 117.2 g/mol
HOMO = -8.66 eV
E_LUMO = 1.0 eV
Frontier orbital gap = 9.66 eV


Model Q:
Density functional theory data (the ωB97M-V functional and the def2-TZVPD basis) for a 2-piece molecular cluster, C6H15NO overall.

CARTESIAN COORDINATES (ANGSTROEM)
C (0.930, 1.828, 2.161)
C (1.513, 0.582, 1.484)
C (1.782, 0.507, 0.154)
N (2.352, -0.641, -0.439)
H (1.247, 2.747, 1.656)
H (-0.210, 1.816, 2.139)
H (1.205, 1.864, 3.224)
H (1.554, -0.343, 2.089)
H (1.837, 1.396, -0.477)
H (-0.139, -0.189, 0.339)
H (3.156, -0.472, -1.097)
H (2.602, -1.331, 0.240)
C (-2.108, -0.240, -0.098)
O (-0.963, -0.479, 0.741)
C (-2.147, -1.062, -1.352)
C (-1.151, -0.499, -2.407)
H (-2.160, 0.819, -0.360)
H (-2.936, -0.481, 0.508)
H (-3.211, -1.041, -1.707)
H (-1.904, -2.145, -1.081)
H (-0.857, -1.285, -3.116)
H (-0.228, -0.103, -1.961)
H (-1.624, 0.366, -2.897)

Values from the calculation:
SMILES string = C/C=C/N.CCCO
Multiplicity = 1
Molecular weight = 117.2 g/mol
HOMO = -8.21 eV
E_LUMO = 1.1 eV
Frontier orbital gap = 9.27 eV


Model R:
Density functional theory data (the ωB97M-V functional and the def2-TZVPD basis) for a 2-piece molecular cluster, C6H15NO overall.

CARTESIAN COORDINATES (ANGSTROEM)
C (2.297, -1.406, 0.768)
C (0.957, -0.717, 0.569)
C (0.113, -1.114, -0.656)
C (-0.800, 0.036, -0.908)
C (-2.093, 0.029, -0.562)
C (0.957, 1.193, -2.326)
N (-0.186, 1.248, -1.352)
H (2.852, -1.511, -0.171)
H (2.892, -0.870, 1.505)
H (2.236, -2.420, 1.197)
H (0.419, -0.833, 1.526)
H (1.035, 0.383, 0.621)
H (-0.438, -2.034, -0.512)
H (0.669, -1.276, -1.597)
H (-2.833, 0.682, -0.972)
H (-2.391, -0.757, 0.141)
H (0.775, 1.905, -3.099)
H (1.170, 0.223, -2.808)
H (1.732, 1.353, -1.547)
H (-0.985, 1.768, -1.750)
H (-2.858, 0.624, 3.702)
H (-2.410, 1.962, 4.364)
O (-3.109, 1.532, 3.867)

Values from the calculation:
SMILES string = C=C(CCC)NC.O
Multiplicity = 1
Molecular weight = 117.2 g/mol
HOMO = -7.99 eV
E_LUMO = 0.8 eV
Frontier orbital gap = 8.84 eV


Most stable of them? model Q.


Model P:
Density functional theory data (the ωB97M-V functional and the def2-TZVPD basis) for C6H15NO as an isolated structure.

CARTESIAN COORDINATES (ANGSTROEM)
C (-0.720, 0.187, 0.666)
C (0.559, -0.999, -0.850)
C (0.171, -1.037, 0.643)
C (1.749, 2.247, 1.357)
C (-2.186, 0.107, 0.415)
C (-0.121, -2.056, -1.710)
N (0.071, 0.365, -1.124)
O (0.881, 2.255, 0.288)
H (-0.454, 0.960, 1.372)
H (1.642, -1.077, -0.994)
H (0.680, 1.280, -0.721)
H (-0.368, 0.508, -2.027)
H (1.032, -0.884, 1.290)
H (-0.368, -1.942, 0.937)
H (2.717, 1.761, 1.149)
H (1.312, 1.735, 2.249)
H (1.966, 3.273, 1.700)
H (-2.572, 1.092, 0.150)
H (-2.450, -0.609, -0.359)
H (-2.671, -0.183, 1.356)
H (-1.205, -2.033, -1.590)
H (0.227, -3.052, -1.432)
H (0.109, -1.898, -2.765)

Values from the calculation:
Multiplicity = 1
Molecular weight = 117.2 g/mol
HOMO (spin up / spin down) = -7.38 / -7.38 eV
E_LUMO (spin up / spin down) = 0.5 / 0.5 eV
Frontier orbital gap (spin up / spin down) = 7.84 / 7.84 eV


Model Q:
Density functional theory data (the ωB97M-V functional and the def2-TZVPD basis) for a 2-piece molecular cluster, C6H15NO overall.

CARTESIAN COORDINATES (ANGSTROEM)
C (0.245, -0.473, 1.503)
C (0.234, -0.630, 3.030)
C (0.983, -1.561, 0.809)
O (0.361, -2.563, 0.498)
N (2.314, -1.502, 0.499)
H (-0.759, -0.598, 1.117)
H (0.639, 0.511, 1.263)
H (1.107, -0.151, 3.482)
H (0.349, -1.661, 3.374)
H (2.775, -2.312, 0.129)
H (2.828, -0.644, 0.656)
H (-0.696, -0.270, 3.461)
C (-1.362, 0.632, -1.624)
C (0.147, 0.448, -1.623)
C (-1.721, 2.026, -2.166)
H (-1.738, 0.560, -0.597)
H (-1.916, -0.154, -2.139)
H (0.582, 1.138, -0.900)
H (0.386, -0.598, -1.430)
H (-2.640, 2.450, -1.746)
H (0.655, 0.678, -2.561)
H (-1.806, 1.958, -3.248)
H (-0.967, 2.716, -1.787)

Values from the calculation:
SMILES string = CCC(N)=O.CCC
Multiplicity = 1
Molecular weight = 117.2 g/mol
HOMO = -9.64 eV
E_LUMO = 0.8 eV
Frontier orbital gap = 10.47 eV


Most stable of them? model Q.